# 1
151
Properties=species:S:1:pos:R:3:mulliken_charge:R:1 method="wB97M-V/def2-TZVPD" total_energy_ha=-14543.766538 largest_force_ev_per_a=6.63 total_charge=+1
C 2.614 2.054 1.245 -0.34
N 2.822 0.572 1.293 -0.15
C 3.487 0.047 0.055 -0.01
N 3.574 -1.429 0.177 0.51
C 4.819 -1.980 0.859 -0.73
C 4.423 -2.280 2.395 -0.17
N 5.094 -1.371 3.383 -0.70
C 2.686 -2.337 -0.206 0.26
N 2.777 -3.805 -0.032 -0.46
C 1.560 -4.327 -0.585 -0.24
C 1.036 -5.827 -0.681 0.86
F 2.051 -6.798 -0.828 -0.24
F 0.186 -5.907 -1.845 -0.28
C 0.066 -6.164 0.575 0.53
F -0.792 -5.077 0.899 -0.22
F -0.791 -7.241 0.170 -0.29
C 0.850 -6.683 1.877 0.56
F 1.956 -5.843 2.179 -0.19
F -0.007 -6.686 3.009 -0.20
F 1.239 -8.035 1.673 -0.23
N 0.750 -3.215 -1.087 -0.34
N 1.450 -2.061 -0.871 0.96
C 0.759 -0.843 -1.377 -2.00
C -0.058 -0.026 -0.218 0.16
C -0.646 -0.990 0.934 -0.05
S -1.401 0.024 2.298 -0.08
C -3.167 0.412 1.931 0.15
S -3.709 1.951 2.391 -0.14
N -4.124 -0.487 1.275 0.51
C -4.040 -1.887 0.893 -0.19
C -5.334 -2.333 0.187 -0.62
N -6.200 -1.127 0.215 -0.43
C -5.467 -0.076 0.856 -0.65
H 3.435 2.657 1.782 0.35
H 2.527 2.381 0.136 -0.09
H 1.602 2.315 1.745 0.08
H 1.962 0.055 1.517 0.33
H 3.046 0.442 -0.921 -0.89
H 4.571 0.456 0.095 0.28
H 5.205 -2.925 0.312 0.36
H 5.685 -1.238 0.857 0.43
H 3.286 -2.118 2.527 0.03
H 4.665 -3.382 2.599 0.30
H 4.396 -0.652 3.621 0.33
H 5.895 -0.874 2.969 0.26
H -0.173 -3.354 -1.521 0.35
H 1.411 -0.147 -2.019 0.49
H -0.070 -1.210 -2.095 0.83
H -0.982 0.404 -0.766 0.75
H 0.520 0.874 0.181 -0.47
H 0.198 -1.637 1.360 0.05
H -1.414 -1.675 0.432 -0.05
H -3.156 -2.582 1.074 0.60
H -5.622 -3.340 -0.251 0.30
H -5.990 0.927 0.967 0.53
Cl -3.032 -7.228 6.374 -0.23
C -2.039 -7.921 5.068 -0.20
C -2.632 -9.202 4.516 -0.46
Cl -2.553 -10.539 5.689 -0.18
H -1.031 -8.079 5.455 0.34
H -1.986 -7.168 4.279 0.11
H -2.069 -9.521 3.635 0.28
H -3.675 -9.069 4.224 0.36
Cl 4.077 2.384 -2.064 0.05
C 5.419 2.288 -3.230 -0.80
C 6.170 0.976 -3.120 -0.11
Cl 7.084 0.851 -1.595 -0.20
H 6.076 3.144 -3.064 0.34
H 4.982 2.383 -4.226 0.35
H 6.897 0.894 -3.931 0.50
H 5.495 0.120 -3.181 -0.04
Cl 0.727 -4.404 7.032 -0.19
C -0.049 -5.759 7.893 -0.03
C -0.186 -5.490 9.378 -0.46
Cl 1.390 -5.474 10.207 -0.19
H 0.535 -6.661 7.701 0.33
H -1.037 -5.891 7.447 -0.11
H -0.781 -6.279 9.843 0.32
H -0.679 -4.535 9.569 0.33
Cl -0.385 0.705 -3.241 -0.07
C -1.171 0.796 -4.840 -0.27
C -0.417 0.010 -5.894 -0.47
Cl 1.151 0.753 -6.289 -0.15
H -1.263 1.849 -5.113 0.39
H -2.177 0.387 -4.721 -0.12
H -0.995 -0.018 -6.817 0.40
H -0.234 -1.017 -5.575 0.30
Cl 3.367 4.938 0.196 0.04
C 4.615 6.189 -0.036 -0.70
C 4.454 6.923 -1.354 -0.43
Cl 4.816 5.881 -2.753 -0.16
H 5.593 5.712 0.041 0.31
H 4.514 6.893 0.793 0.34
H 5.150 7.763 -1.397 0.34
H 3.441 7.312 -1.475 0.31
Cl -5.038 0.923 -5.763 -0.19
C -5.830 -0.429 -4.913 -0.52
C -5.958 -0.173 -3.425 -0.57
Cl -4.378 -0.189 -2.603 -0.08
H -5.261 -1.338 -5.117 0.32
H -6.822 -0.542 -5.356 0.38
H -6.562 -0.958 -2.964 0.31
H -6.436 0.787 -3.221 0.32
Cl -6.264 0.004 3.240 0.00
C -7.173 0.619 4.645 -0.56
C -6.262 1.225 5.695 -0.39
Cl -5.258 -0.004 6.503 -0.17
H -7.765 -0.203 5.053 0.34
H -7.861 1.379 4.269 0.29
H -6.860 1.705 6.472 0.34
H -5.597 1.975 5.264 0.24
Cl 0.061 4.565 -0.018 -0.18
C -0.833 5.172 1.402 0.09
C 0.085 5.791 2.437 -0.44
Cl 1.116 4.579 3.237 -0.18
H -1.409 4.344 1.819 0.04
H -1.534 5.924 1.035 0.01
H -0.509 6.266 3.221 0.34
H 0.735 6.550 1.996 0.31
Cl -3.996 5.828 2.398 -0.08
C -4.817 7.387 2.134 -0.56
C -4.163 8.197 1.034 -0.35
Cl -2.547 8.785 1.503 -0.20
H -4.828 7.929 3.081 0.34
H -5.850 7.158 1.862 0.33
H -4.768 9.078 0.812 0.21
H -4.058 7.617 0.115 0.34
Cl -0.372 -2.229 -8.156 -0.14
C 1.081 -3.175 -8.544 -0.45
C 2.118 -3.137 -7.435 -0.51
Cl 2.877 -1.530 -7.252 -0.15
H 1.486 -2.800 -9.484 0.31
H 0.749 -4.204 -8.702 0.33
H 2.923 -3.838 -7.667 0.37
H 1.690 -3.417 -6.470 0.26
Cl 4.848 -2.471 -4.104 -0.08
C 6.248 -3.494 -4.520 -0.61
C 7.319 -3.461 -3.447 -0.39
Cl 8.129 -1.877 -3.351 -0.16
H 6.636 -3.163 -5.485 0.35
H 5.872 -4.512 -4.635 0.33
H 8.093 -4.197 -3.674 0.36
H 6.908 -3.691 -2.462 0.21
Cl -5.374 10.790 -1.316 -0.19
C -3.773 11.532 -1.062 -0.28
C -2.872 11.376 -2.271 -0.45
Cl -2.378 9.685 -2.529 -0.17
H -3.329 11.085 -0.171 0.14
H -3.945 12.592 -0.863 0.35
H -1.957 11.955 -2.128 0.29
H -3.358 11.729 -3.183 0.32

# 2
9
Properties=species:S:1:pos:R:3:mulliken_charge:R:1 method="wB97M-V/def2-TZVPD" total_energy_ha=-209.127528 e_above_lowest_ev=2.5797 largest_force_ev_per_a=2.42 total_charge=0
C -1.021 -0.512 1.493 -0.24
N -1.098 0.315 0.561 -0.41
H -0.080 -0.939 1.904 0.21
H -1.778 -0.896 2.179 0.22
H -2.051 0.593 0.346 0.22
C 1.490 0.390 -1.620 0.01
O 2.477 1.030 -1.841 -0.40
H 0.453 0.742 -1.563 0.20
H 1.609 -0.725 -1.458 0.18

# 3
232
Properties=species:S:1:pos:R:3:mulliken_charge:R:1 method="wB97M-V/def2-TZVPD" total_energy_ha=-3940.638905 e_above_lowest_ev=1.3607 largest_force_ev_per_a=7.62 total_charge=+6
C -1.006 0.619 -2.158 1.40
C 0.228 0.854 -1.733 0.38
C 0.558 0.715 -0.251 -0.30
O 1.792 0.945 0.282 -0.77
C -0.286 0.197 0.671 0.17
C -1.535 -0.287 0.158 -0.24
C -2.023 0.127 -1.262 0.54
O -3.246 0.043 -1.508 -0.96
O -2.287 -0.972 0.907 -0.40
O 0.960 1.358 -2.684 -1.01
H -1.342 0.823 -3.164 -0.87
H -0.056 0.112 1.722 0.39
C 0.404 -3.090 0.768 -0.25
O 0.158 -4.520 0.620 0.08
C 1.068 -5.373 1.391 -0.67
C 0.720 -6.802 1.186 -0.46
N 0.616 -7.198 -0.271 0.03
H -0.305 -6.918 -0.579 0.39
H 1.312 -6.677 -0.785 0.34
C 0.856 -8.684 -0.614 -0.69
C -0.097 -9.739 -0.062 -0.51
O -0.358 -9.463 1.214 -0.35
C -1.691 -9.629 1.719 -0.92
H 1.338 -2.613 0.468 0.11
H 0.245 -3.007 1.843 0.24
H -0.466 -2.691 0.247 -0.41
H 0.900 -5.097 2.431 0.12
H 2.135 -5.238 1.209 0.43
H -0.179 -7.077 1.737 0.09
H 1.441 -7.494 1.620 0.44
H 1.823 -8.941 -0.182 0.40
H 0.799 -8.805 -1.696 0.39
H 0.413 -10.696 -0.167 0.33
H -1.069 -9.689 -0.553 0.45
H -1.793 -9.548 2.802 0.29
H -2.262 -10.507 1.420 0.46
H -2.354 -8.882 1.282 0.35
C 1.003 4.511 -6.372 -0.47
O -0.035 3.844 -7.085 -0.36
C -0.035 2.475 -6.878 -0.68
C -0.829 2.088 -5.562 0.02
N -2.126 2.910 -5.561 -0.18
H -1.825 3.873 -5.608 0.49
H -2.648 2.662 -6.389 0.51
C -2.922 2.510 -4.281 0.96
C -4.073 3.465 -4.289 -1.27
O -4.661 3.422 -5.626 -0.39
C -5.442 4.566 -5.918 -0.79
H 1.181 4.096 -5.380 -0.05
H 0.764 5.574 -6.380 0.31
H 2.000 4.529 -6.810 0.41
H 0.873 1.890 -7.023 0.36
H -0.819 2.160 -7.567 0.44
H -0.343 2.450 -4.656 -0.01
H -1.232 1.077 -5.494 0.13
H -2.316 2.804 -3.423 -0.33
H -3.321 1.498 -4.335 -0.07
H -3.760 4.443 -3.923 0.50
H -4.777 3.107 -3.538 0.70
H -6.078 4.429 -6.793 0.30
H -4.858 5.410 -6.284 0.33
H -6.079 4.954 -5.123 0.32
C 12.220 -1.098 -1.815 -0.74
O 10.918 -0.790 -2.249 -0.31
C 10.854 -0.062 -3.528 -0.51
C 9.389 0.071 -3.972 -0.78
N 8.440 0.581 -2.821 -0.09
H 8.960 1.183 -2.199 0.36
H 7.873 1.215 -3.367 0.41
C 7.609 -0.431 -1.996 -0.89
C 6.887 0.173 -0.809 -0.21
O 6.301 1.439 -1.213 -0.41
C 5.271 1.850 -0.275 -1.00
H 12.712 -0.295 -1.265 0.32
H 12.885 -1.435 -2.610 0.32
H 12.058 -1.869 -1.061 0.24
H 11.361 -0.569 -4.348 0.40
H 11.244 0.905 -3.211 0.38
H 8.900 -0.674 -4.600 0.44
H 9.307 0.847 -4.733 0.42
H 8.222 -1.264 -1.652 0.36
H 6.915 -0.956 -2.653 0.41
H 7.490 0.196 0.099 0.44
H 6.176 -0.584 -0.480 0.32
H 4.257 1.483 -0.433 0.38
H 5.268 2.938 -0.214 0.40
H 5.413 1.600 0.776 0.36
C -6.026 3.573 2.380 -0.99
O -4.794 3.168 1.808 -0.04
C -4.680 1.754 1.819 -0.22
C -5.375 1.169 0.579 -0.21
N -4.994 -0.315 0.477 0.85
H -4.036 -0.457 0.190 -1.05
H -4.940 -0.772 1.376 0.43
C -5.964 -1.337 -0.302 -0.70
C -5.409 -2.748 -0.270 0.18
O -6.154 -3.465 0.774 -0.34
C -7.517 -3.804 0.365 -0.81
H -5.976 3.250 3.420 0.40
H -6.942 3.088 2.044 0.33
H -6.286 4.631 2.338 0.33
H -4.866 1.273 2.779 0.54
H -3.597 1.714 1.701 -0.39
H -5.088 1.573 -0.392 0.21
H -6.454 1.169 0.734 0.55
H -5.985 -0.985 -1.333 0.21
H -6.919 -1.187 0.202 0.69
H -4.345 -2.693 -0.040 -0.42
H -5.666 -3.230 -1.213 0.54
H -8.181 -2.942 0.291 0.30
H -7.923 -4.549 1.048 0.29
H -7.559 -4.208 -0.646 0.36
C 2.852 -1.611 -2.064 -1.67
C 1.444 -1.825 -2.818 1.37
C 1.208 -3.271 -3.157 -0.58
N -0.282 -3.472 -3.701 0.34
C -0.676 -2.429 -4.764 -0.11
C -2.083 -2.490 -5.224 -1.40
C -3.030 -2.293 -4.068 0.10
C -2.784 -3.399 -3.016 -0.53
C -1.296 -3.427 -2.511 0.70
C -0.340 -4.895 -4.300 -0.74
H 2.855 -1.983 -1.040 0.23
H 3.185 -0.573 -2.063 0.29
H 3.644 -2.189 -2.540 0.49
H 1.467 -1.104 -3.636 0.52
H 0.782 -1.642 -1.972 -0.95
H 1.363 -3.938 -2.309 -0.01
H 1.934 -3.320 -3.968 0.60
H -0.598 -1.430 -4.333 -0.11
H -0.159 -2.589 -5.710 0.24
H -2.102 -1.669 -5.941 0.60
H -2.254 -3.291 -5.944 0.41
H -2.896 -1.247 -3.792 -0.47
H -4.073 -2.460 -4.335 0.70
H -3.436 -3.072 -2.205 -0.35
H -2.961 -4.425 -3.339 0.70
H -1.100 -2.522 -1.936 -0.88
H -1.109 -4.304 -1.891 0.30
H -1.306 -4.899 -4.805 0.48
H -0.250 -5.549 -3.433 0.21
H 0.492 -5.080 -4.980 0.29
C 1.530 7.161 3.358 -0.71
C 2.765 6.548 4.028 -0.71
C 3.075 5.119 3.467 -0.03
N 3.730 4.027 4.375 0.46
C 2.828 3.655 5.574 -1.16
C 1.644 2.715 5.209 0.06
C 2.184 1.405 4.488 -0.74
C 3.096 1.819 3.346 1.07
C 4.231 2.809 3.520 -1.04
C 4.913 4.679 5.164 -0.99
H 1.276 8.193 3.602 0.46
H 0.751 6.445 3.621 0.00
H 1.726 7.102 2.288 0.14
H 2.564 6.443 5.094 0.43
H 3.640 7.180 3.878 0.40
H 3.548 5.243 2.493 0.66
H 2.147 4.620 3.187 -0.52
H 2.306 4.499 6.026 0.36
H 3.338 3.052 6.324 0.48
H 1.027 3.380 4.605 -0.27
H 1.150 2.493 6.155 0.60
H 1.386 0.771 4.103 -0.03
H 2.789 0.741 5.105 0.54
H 2.442 2.242 2.583 -0.81
H 3.490 0.881 2.953 0.64
H 4.566 3.230 2.572 0.47
H 5.007 2.396 4.165 0.27
H 4.573 5.542 5.737 0.41
H 5.457 5.157 4.349 0.45
H 5.477 4.049 5.853 0.40
C -2.264 0.662 4.769 -1.05
C -2.782 -0.739 5.131 -0.62
C -1.822 -1.802 4.636 0.00
N -2.338 -3.273 4.797 -0.15
C -3.301 -3.491 3.551 -0.14
C -3.639 -4.967 3.300 -1.07
C -2.453 -5.855 3.284 0.57
C -1.492 -5.683 4.493 -1.13
C -1.036 -4.204 4.663 0.44
C -3.139 -3.516 6.056 -0.90
H -2.574 0.908 3.753 -0.16
H -1.201 0.785 4.981 0.40
H -2.842 1.399 5.326 0.58
H -3.803 -0.946 4.810 0.50
H -2.665 -0.652 6.211 0.35
H -1.082 -1.710 5.431 0.67
H -1.340 -1.677 3.666 -0.38
H -2.629 -3.166 2.757 -0.19
H -4.171 -2.838 3.602 0.43
H -4.183 -5.061 2.360 0.47
H -4.391 -5.185 4.059 0.43
H -1.826 -5.585 2.434 -0.61
H -2.799 -6.857 3.031 0.36
H -0.648 -6.360 4.360 0.65
H -1.929 -6.126 5.387 0.54
H -0.639 -3.754 3.754 -0.34
H -0.442 -3.994 5.552 0.36
H -3.975 -2.816 6.042 0.37
H -2.444 -3.194 6.831 0.33
H -3.344 -4.585 6.003 0.52
C 2.145 5.186 -2.673 -1.65
C 1.124 4.576 -1.663 1.06
C 0.334 5.554 -0.792 -0.53
N -0.734 4.921 0.132 0.38
C -1.550 6.180 0.662 -0.70
C -2.623 5.808 1.733 -0.61
C -2.022 4.999 2.875 -1.12
C -1.257 3.691 2.392 0.50
C -0.220 4.197 1.400 -0.34
C -1.777 4.128 -0.657 -0.35
H 1.624 5.956 -3.241 0.47
H 2.468 4.580 -3.519 0.35
H 3.039 5.606 -2.211 0.38
H 1.560 3.688 -1.206 0.08
H 0.359 4.104 -2.279 -0.67
H -0.125 6.362 -1.362 0.49
H 1.087 6.053 -0.182 0.13
H -0.849 6.906 1.072 0.44
H -2.143 6.706 -0.087 0.55
H -3.041 6.743 2.108 0.52
H -3.489 5.253 1.374 0.15
H -1.327 5.554 3.506 0.43
H -2.855 4.746 3.530 0.57
H -0.931 3.100 3.248 0.21
H -1.979 3.027 1.916 -0.67
H 0.432 4.987 1.773 -0.24
H 0.414 3.434 0.950 0.40
H -1.231 3.327 -1.155 -0.09
H -2.133 4.875 -1.366 0.47
H -2.556 3.820 0.041 -0.10

# 4
79
Properties=species:S:1:pos:R:3:mulliken_charge:R:1 method="wB97M-V/def2-TZVPD" total_energy_ha=-4356.461161 e_above_lowest_ev=0.2512 largest_force_ev_per_a=0.43 total_charge=-1
Ag -0.063 -0.387 1.013 -0.15
N -0.087 -0.801 4.495 -0.25
C 0.902 -0.158 5.355 -0.72
C 2.159 0.224 4.579 0.28
C 3.121 -0.919 4.258 -1.02
C 2.618 -1.942 3.248 -0.74
N 2.334 -1.308 1.962 0.05
H -0.296 -0.196 3.703 -0.19
H -0.954 -0.955 4.995 0.25
H 1.168 -0.861 6.155 0.35
H 0.518 0.747 5.847 0.36
H 2.698 0.980 5.158 0.35
H 1.855 0.720 3.654 -0.44
H 3.391 -1.442 5.183 0.39
H 4.053 -0.489 3.871 0.37
H 1.686 -2.382 3.608 0.34
H 3.362 -2.748 3.167 0.39
H 2.229 -2.003 1.232 0.12
H 3.083 -0.688 1.671 0.01
C -0.179 1.046 -6.202 -0.42
C -1.325 0.993 -5.417 -0.67
C -1.246 0.553 -4.106 -0.13
C -0.033 0.133 -3.556 -0.35
C 1.106 0.193 -4.352 0.13
C 1.035 0.651 -5.663 -0.79
P -0.083 -0.395 -1.788 1.24
C 1.728 -0.547 -1.471 0.71
C 2.386 0.590 -1.002 -0.25
C 3.754 0.570 -0.769 -0.49
C 4.480 -0.594 -0.984 -0.53
C 3.829 -1.738 -1.429 -0.59
C 2.462 -1.713 -1.674 -0.61
C -0.564 -2.166 -1.977 0.71
C -0.674 -2.741 -3.217 -0.18
C -1.076 -4.087 -3.372 -0.92
C -1.355 -4.839 -2.272 -0.80
C -1.245 -4.288 -0.969 0.62
C -1.518 -5.092 0.163 -0.75
C -1.378 -4.569 1.415 -0.90
C -0.973 -3.225 1.583 0.73
C -0.713 -2.375 0.525 -1.78
C -0.847 -2.934 -0.790 0.61
H -0.233 1.402 -7.223 0.37
H -2.278 1.309 -5.822 0.39
H -2.140 0.538 -3.491 0.41
H 2.063 -0.122 -3.951 0.35
H 1.936 0.695 -6.263 0.40
H 1.814 1.484 -0.779 0.09
H 4.247 1.462 -0.401 0.39
H 5.546 -0.614 -0.791 0.33
H 4.387 -2.654 -1.583 0.40
H 1.959 -2.607 -2.021 0.37
H -0.451 -2.167 -4.107 0.30
H -1.154 -4.511 -4.366 0.41
H -1.660 -5.875 -2.373 0.32
H -1.829 -6.120 0.013 0.31
H -1.579 -5.182 2.287 0.41
H -0.865 -2.856 2.599 0.35
C -4.697 5.179 -0.511 -1.46
C -3.540 4.400 0.054 0.67
C -3.740 3.278 0.843 -1.22
C -2.680 2.551 1.381 1.11
C -2.981 1.347 2.227 -1.26
C -1.362 2.956 1.131 0.51
Se 0.131 2.039 1.908 -0.56
C -1.144 4.081 0.318 0.85
C 0.246 4.549 -0.014 -1.46
C -2.228 4.781 -0.199 -1.08
H -5.641 4.663 -0.331 0.34
H -4.595 5.321 -1.589 0.34
H -4.773 6.172 -0.059 0.30
H -4.754 2.947 1.047 0.20
H -4.057 1.173 2.278 0.34
H -2.591 1.478 3.239 0.32
H -2.496 0.452 1.828 0.01
H 0.840 3.734 -0.432 0.14
H 0.778 4.879 0.880 0.30
H 0.210 5.372 -0.729 0.39
H -2.038 5.646 -0.828 0.28